# 1
Formula: C4H8O3Sn
Source: the OMol25 dataset
Level of theory: ωB97M-V/def2-TZVPD

```
! RIJCOSX wB97M-V def2-TZVPD def2/J DEFGRID3
* xyz 0 1
H 1.13 -0.75 -1.42
H -1.70 -1.59 0.85
H 3.23 0.50 0.24
H -2.90 -1.41 -0.07
O 0.51 -0.82 0.54
H -3.25 0.81 -0.68
C -2.02 -0.80 0.16
C 1.55 -0.65 -0.39
O 1.63 1.75 0.36
O -1.72 0.72 0.75
Sn 0.14 0.96 1.12
C -2.21 0.48 -0.57
H -1.61 0.65 -1.46
H 2.29 -1.46 -0.24
H 2.49 1.02 -1.34
C 2.27 0.70 -0.30
*
```

Properties
Highest occupied orbital energy (alpha / beta) (eV): -6.96 / -6.96

Atomic partial charges in e from the Löwdin method, atoms 1 to 2: 0.108 0.124

# 2
Formula: C29H24CrN8O3S
Source: the OMol25 dataset
Level of theory: ωB97M-V/def2-TZVPD

```
! RIJCOSX wB97M-V def2-TZVPD def2/J DEFGRID3
* xyz 0 5
C 1.47 -3.32 -0.63
H 2.85 -2.06 -4.18
C 0.94 2.34 -1.22
H 3.06 0.26 0.35
C -0.70 -2.05 -1.65
H 2.48 -2.39 4.08
N -3.74 -1.25 0.73
C 4.97 -1.13 -1.22
O 6.94 -1.49 0.43
C 3.46 -1.81 -3.32
C -4.27 -2.16 -0.10
C 3.42 2.01 -1.68
C 1.66 -2.41 -1.66
C 2.15 1.72 -0.93
C 0.54 -1.81 -2.23
H -5.60 -2.03 -1.88
C 1.85 -1.93 3.34
H -3.09 4.61 2.44
N 0.11 -1.47 2.01
N -1.49 0.58 0.97
C 4.76 -1.34 -3.47
C -4.89 2.04 1.21
C -3.32 3.64 2.01
N 3.79 -1.66 -0.97
Cr -1.61 -1.37 0.89
H -5.34 0.66 -1.32
H -6.69 3.96 1.57
O 6.39 0.80 -0.30
C -0.23 1.99 -0.57
H -5.90 1.73 1.00
H 0.90 3.11 -1.99
H 0.03 -4.19 0.69
H 3.10 -0.30 2.44
C -2.28 2.77 1.76
H 3.34 2.93 -2.27
C 2.17 -0.85 2.54
H -1.16 2.48 -0.83
S 5.93 -0.49 0.20
H -1.26 3.06 1.98
C 0.98 0.41 0.74
C -4.65 3.29 1.76
H -4.07 -3.21 0.06
C -3.84 1.18 0.92
H 3.66 1.19 -2.36
H -5.52 5.26 1.84
H 0.62 -1.10 -3.03
C -5.04 -1.56 -1.08
C -2.50 1.49 1.21
C -4.93 -0.20 -0.82
H -1.58 -1.52 -2.01
C -5.78 4.23 2.10
N -0.87 -2.85 -0.58
O 4.93 -0.39 1.25
N -4.15 -0.05 0.25
C 0.55 -2.27 2.98
C 3.03 -1.97 -2.02
H 5.20 -1.24 -4.45
C -0.26 1.01 0.43
C 2.14 0.76 0.07
C 0.20 -3.52 -0.14
N 5.51 -0.98 -2.43
H 4.28 2.10 -1.01
N 1.11 -0.59 1.77
H 2.32 -3.81 -0.17
H -6.00 4.21 3.17
H -0.08 -3.06 3.36
*
```

Properties
⟨S²⟩: 6.016
Highest occupied orbital energy (alpha / beta) (eV): -7.47 / -7.77

Atomic partial charges in e from the Löwdin method, atoms 1 to 2: 0.023 0.112

# 3
Formula: C4H8N2S
Source: the OMol25 dataset
Level of theory: ωB97M-V/def2-TZVPD

```
! RIJCOSX wB97M-V def2-TZVPD def2/J DEFGRID3
* xyz 0 1
H 1.11 2.00 -0.21
H 1.07 -0.36 1.33
N -0.70 -1.22 0.02
S -3.14 -0.17 -0.13
C 0.72 1.02 -0.44
C 1.31 -0.27 0.20
H 1.06 -2.21 -0.10
C -0.69 1.07 0.18
H 0.72 1.00 -1.59
H 2.44 -0.22 0.20
C -1.49 -0.19 -0.08
N 0.63 -1.29 -0.44
H -1.30 1.85 -0.29
H -1.17 -2.10 0.08
H -0.57 1.10 1.27
*
```

Properties
Highest occupied orbital energy (eV): -8.20

Atomic partial charges in e from the Löwdin method, atoms 1 to 2: 0.093 0.139

# 4
Formula: C6H12S
Source: the OMol25 dataset
Level of theory: ωB97M-V/def2-TZVPD

```
! RIJCOSX wB97M-V def2-TZVPD def2/J DEFGRID3
* xyz 0 1
H 2.69 1.21 -1.09
H -0.30 -1.87 -0.12
C -1.79 -0.46 -0.67
H -0.78 2.04 1.37
C -1.86 0.52 0.56
H -2.16 0.04 -1.54
H 1.32 2.36 -0.89
C 1.86 -0.94 0.76
S 0.76 0.41 0.10
H 2.46 -1.48 0.04
H -2.71 1.07 0.57
C -0.33 -0.97 -0.81
C -0.75 1.51 0.46
H 2.47 -0.54 1.54
H -1.64 0.01 1.54
H 1.30 -1.77 1.15
C 1.85 1.59 -0.53
H 0.02 -1.31 -1.83
H -2.42 -1.43 -0.59
*
```

Properties
Highest occupied orbital energy (alpha / beta) (eV): -7.02 / -7.02

Atomic partial charges in e from the Löwdin method, atoms 1 to 2: -0.010 0.076

# 5
Formula: C2H10N2O2
Source: the OMol25 dataset
Level of theory: ωB97M-V/def2-TZVPD

```
! RIJCOSX wB97M-V def2-TZVPD def2/J DEFGRID3
* xyz 0 1
C 0.74 2.04 1.93
O 1.25 -1.20 -3.05
H 0.56 3.08 1.68
H 1.08 -1.64 -2.22
H 0.62 -0.51 -3.24
N -0.04 1.11 1.11
H -0.46 1.46 0.26
H -2.61 -1.47 -0.83
H 0.30 1.91 2.92
H -2.06 -1.44 -2.05
C 0.45 -0.15 0.91
O -2.95 -1.64 -1.73
H 1.11 -0.45 1.73
H 1.76 1.76 2.17
N -0.08 -0.99 0.12
H 0.33 -1.89 0.30
*
```

Properties
Highest occupied orbital energy (eV): -9.59

Atomic partial charges in e from the Löwdin method, atoms 1 to 2: -0.098 -0.059

# 6
Formula: C23H22Cl3N7NiSSe
Source: the OMol25 dataset
Level of theory: ωB97M-V/def2-TZVPD

```
! RIJCOSX wB97M-V def2-TZVPD def2/J DEFGRID3
* xyz 2 1
C 0.00 -1.45 3.91
C 0.24 -2.70 -3.95
C 4.98 1.01 1.00
H 0.15 2.02 2.56
N 2.13 3.57 -2.60
H -2.65 -2.30 4.24
Cl 5.93 -0.43 1.31
H 3.00 5.31 -3.31
N -0.93 -2.06 2.97
H 1.12 -3.22 -4.29
H -2.25 -4.67 0.02
C 1.63 2.79 -1.61
S 0.99 1.27 -2.09
H -4.01 0.11 0.85
C -0.88 -1.35 -2.31
H 2.08 3.20 -3.54
C -2.06 -2.03 -4.28
H -1.95 2.47 3.80
H -4.09 1.49 2.95
C -3.15 1.31 2.44
C -0.63 -2.42 1.71
C -1.97 1.86 2.91
C 2.74 5.33 -1.16
H -2.47 -3.07 -0.74
H 0.34 -0.49 3.54
C -0.92 -2.71 -4.71
C 2.66 4.80 -2.42
H 3.17 6.30 -1.01
Se 1.05 -2.16 0.90
H -0.52 -1.32 4.86
N -0.82 -0.66 -1.06
H -2.91 -0.81 -2.74
C 3.63 0.60 0.60
C -3.12 0.55 1.28
H 2.28 4.96 0.91
H -3.65 -3.56 1.99
C -2.04 -1.35 -3.08
C -1.90 0.37 0.65
C -1.83 -3.67 -0.10
N -1.71 -3.06 1.22
N 2.57 0.34 0.28
H 0.86 -2.10 4.06
C 1.69 3.32 -0.31
H -0.94 -3.24 -5.66
H 1.28 2.74 0.50
N -0.75 0.88 1.10
H 1.16 -2.00 -2.14
Cl 5.66 1.94 -0.34
H -0.84 -3.75 -0.54
C -2.70 -3.09 2.17
Cl 4.83 2.01 2.44
C -2.21 -2.47 3.27
Ni 0.85 -0.13 -0.33
H -2.95 -2.03 -4.88
N -1.92 -0.39 -0.54
C 0.27 -2.01 -2.75
C 2.24 4.56 -0.10
C -0.79 1.61 2.20
*
```

Properties
Highest occupied orbital energy (alpha / beta) (eV): -13.76 / -13.76

Atomic partial charges in e from the Löwdin method, atoms 1 to 2: -0.009 -0.043

# 7
Formula: C5H4N4
Source: the OMol25 dataset
Level of theory: ωB97M-V/def2-TZVPD

```
! RIJCOSX wB97M-V def2-TZVPD def2/J DEFGRID3
* xyz 0 1
C -0.71 0.37 0.58
H -0.51 -1.51 1.26
H -0.19 0.80 1.37
C -0.85 -1.11 0.32
H 1.08 1.11 -1.52
N 2.86 0.72 0.97
N 0.00 -1.77 -0.74
C -1.67 1.19 0.02
C 2.15 0.54 0.08
N 0.89 -1.06 -1.12
H -1.87 -1.50 0.17
C 1.12 0.29 -0.84
N -2.31 1.93 -0.54
*
```

Properties
Highest occupied orbital energy (alpha / beta) (eV): -9.53 / -9.53

Atomic partial charges in e from the Löwdin method, atoms 1 to 2: -0.090 0.109

# 8
Formula: CH6NO2
Source: the OMol25 dataset
Level of theory: ωB97M-V/def2-TZVPD

```
! RIJCOSX wB97M-V def2-TZVPD def2/J DEFGRID3
* xyz -1 1
O -1.60 -0.59 1.65
H 1.90 0.03 -0.08
H -0.94 -0.52 0.92
H -0.01 -1.25 -1.71
O 0.48 1.47 -0.32
H 1.42 0.39 -1.82
N 0.18 -0.94 -0.77
H -0.45 1.20 -0.28
H -1.04 -0.85 2.39
C 1.08 0.10 -0.81
*
```

Properties
Highest occupied orbital energy (eV): -2.45

Atomic partial charges in e from the Löwdin method, atoms 1 to 2: -0.141 0.056

Largest force on an atom across the listed records, respectively: 8.03, 0.70, 4.55, 4.98, 2.41, 0.12, 4.10, 1.09 eV/A.
Relative energy (zero: lowest compared OMol25 entry of this formula, charge and spin) across the listed records, respectively: 61.97, 0.00, 59.20, 148.66, 25.23, 0.00, 120.34, 22.84 kcal per mole.